No. 1
Molecular formula: C25H32AsF6N7O7PRuS3
Method: DFT, ωB97M-V/def2-TZVPD

Last column: Löwdin spin population.
CARTESIAN COORDINATES (ANGSTROEM)
Ru (-1.376, 1.316, -1.099)  2.4487
S (-3.888, 1.747, 0.018)  0.7835
C (-3.696, 2.910, -1.236)  0.0437
C (-4.724, 3.725, -1.686)  0.0879
C (-4.429, 4.705, -2.627)  0.0095
C (-3.121, 4.859, -3.054)  0.0756
C (-2.147, 3.985, -2.590)  0.0320
N (-2.431, 3.008, -1.731)  0.0410
H (-5.721, 3.583, -1.293)  0.0027
H (-5.210, 5.352, -3.003)  -0.0011
H (-2.849, 5.639, -3.751)  0.0032
H (-1.116, 4.073, -2.904)  0.0009
F (-3.010, 0.037, -2.013)  0.1073
As (-4.682, -0.844, -2.347)  0.0072
F (-6.160, -1.597, -2.631)  0.0002
F (-4.423, -0.299, -3.956)  0.0038
F (-3.745, -2.242, -2.653)  0.0040
F (-5.408, 0.685, -1.981)  0.0404
F (-4.621, -1.174, -0.656)  0.0132
C (5.115, -0.845, 3.562)  0.0001
C (3.618, -1.127, 3.634)  0.0000
S (2.641, 0.020, 2.703)  0.0001
O (3.226, 0.197, 1.387)  0.0001
O (1.247, -0.374, 2.769)  0.0003
C (2.774, 1.563, 3.580)  0.0002
C (2.221, 2.778, 2.812)  0.0009
N (0.856, 2.608, 2.253)  0.0045
C (0.547, 2.500, 0.946)  0.0198
N (-0.757, 2.208, 0.794)  0.0775
C (-1.295, 2.128, 2.054)  0.0218
C (-0.317, 2.392, 2.942)  0.0087
N (-0.466, 2.469, 4.373)  0.0010
O (-1.574, 2.257, 4.798)  0.0008
O (0.525, 2.735, 5.022)  0.0015
C (1.485, 2.745, -0.183)  0.0233
H (5.658, -1.748, 3.836)  0.0001
H (5.413, -0.057, 4.251)  0.0000
H (5.415, -0.571, 2.552)  0.0000
H (3.221, -1.081, 4.650)  0.0000
H (3.355, -2.095, 3.198)  -0.0001
H (3.827, 1.739, 3.797)  0.0000
H (2.227, 1.412, 4.510)  0.0000
H (2.860, 3.035, 1.972)  0.0002
H (2.202, 3.609, 3.510)  0.0001
H (-2.329, 1.923, 2.262)  0.0107
H (1.857, 3.771, -0.159)  0.0016
H (0.951, 2.614, -1.128)  0.0137
H (2.329, 2.062, -0.153)  0.0001
C (1.126, 0.852, -3.593)  0.0133
P (-0.669, 0.699, -3.364)  0.0468
C (-1.382, 1.702, -4.689)  0.0071
C (-1.053, -0.990, -3.862)  0.0073
H (1.351, 0.669, -4.645)  0.0020
H (1.655, 0.111, -2.999)  0.0000
H (1.485, 1.847, -3.328)  0.0002
H (-1.136, 1.209, -5.632)  0.0011
H (-0.972, 2.709, -4.708)  0.0003
H (-2.468, 1.733, -4.588)  0.0001
H (-0.432, -1.223, -4.729)  0.0014
H (-2.101, -1.050, -4.135)  0.0000
H (-0.861, -1.708, -3.067)  0.0003
O (4.597, -5.225, -0.126)  0.0922
S (4.462, -5.654, 1.234)  0.0847
O (4.585, -4.653, 2.273)  0.1617
O (4.684, -7.023, 1.567)  0.0976
C (2.367, -5.595, 1.368)  0.3412
N (1.766, -6.602, 1.874)  0.1089
C (0.433, -6.480, 1.930)  0.0242
C (-0.195, -5.325, 1.480)  -0.0045
C (0.609, -4.314, 0.973)  0.0184
N (1.936, -4.463, 0.923)  0.0760
C (0.131, -2.989, 0.493)  0.0148
C (-1.160, -2.521, 0.696)  -0.0021
C (-1.495, -1.261, 0.252)  0.0090
N (-0.614, -0.467, -0.389)  -0.0084
C (0.635, -0.920, -0.574)  0.0126
C (1.039, -2.158, -0.154)  -0.0010
H (-0.119, -7.308, 2.355)  0.0001
H (-1.270, -5.242, 1.531)  0.0027
H (-1.910, -3.096, 1.219)  -0.0004
H (-2.499, -0.885, 0.386)  -0.0002
H (1.341, -0.234, -1.017)  0.0021
H (2.058, -2.484, -0.308)  0.0000

highest occupied orbital energy (alpha / beta): -14.7 / -14.7 eV
total charge: +2
energy relative to the best compared isomer or geometry (same formula, charge and spin): 26.4 kJ/mol
2S+1: 6
electronic energy: -172710.146 eV
lowest unoccupied orbital energy (alpha / beta): -6.51 / -8.83 eV
gap between HOMO and LUMO (alpha / beta): 8.158 / 5.910 eV

No. 2
Molecular formula: C25H32FN2O8P3Si
Method: DFT, ωB97M-V/def2-TZVPD

Last column: Mulliken charge in e.
CARTESIAN COORDINATES (ANGSTROEM)
C (0.422, 2.956, 3.857)  -0.8508
P (2.176, 2.384, 3.860)  0.5331
O (2.283, 1.196, 5.011)  -0.4937
C (2.403, 1.644, 2.160)  -0.0405
C (3.537, 2.096, 1.449)  0.2865
P (4.838, 3.275, 2.079)  0.0298
O (5.598, 3.800, 0.711)  -0.4707
O (4.130, 4.582, 2.755)  -0.4054
C (3.804, 1.637, 0.156)  -0.7641
C (2.972, 0.718, -0.429)  -0.2360
F (3.253, 0.293, -1.662)  -0.2048
C (1.878, 0.236, 0.263)  -0.2939
C (1.560, 0.684, 1.543)  0.5485
C (0.340, 0.064, 2.212)  -0.2537
O (0.367, -0.113, 3.401)  -0.4773
C (-0.807, -0.353, 1.312)  -0.3197
C (-2.154, -0.375, 1.706)  0.1557
P (-2.561, 0.205, 3.398)  0.5543
N (-2.593, 1.788, 3.422)  -0.7137
C (-3.145, -0.819, 0.789)  0.4482
Si (-4.988, -0.922, 1.337)  0.1998
C (-5.612, 0.649, 2.191)  -1.1000
C (-5.081, -2.359, 2.583)  -1.0657
C (-6.223, -1.358, -0.013)  -1.2739
C (-2.736, -1.175, -0.492)  0.1977
N (-3.692, -1.637, -1.483)  -0.5472
C (-4.185, -0.746, -2.165)  0.6083
O (-4.588, 0.004, -2.948)  -0.4504
C (-1.393, -1.168, -0.912)  0.0397
C (-1.054, -1.585, -2.331)  -1.1554
C (-0.870, -3.138, -2.352)  -0.8312
C (0.298, -3.606, -3.262)  -0.4073
O (1.295, -4.328, -2.589)  -0.6019
C (-0.447, -0.771, 0.026)  1.0267
C (0.997, -0.805, -0.360)  -0.3746
O (1.468, -1.638, -1.099)  -0.5200
H (0.238, 3.283, 2.827)  0.2684
H (0.376, 3.850, 4.475)  0.5239
H (-0.305, 2.203, 4.143)  0.1428
H (2.950, 0.542, 4.777)  0.3174
H (5.177, 4.593, 0.343)  0.3216
H (3.209, 4.709, 2.492)  0.3772
H (4.665, 2.014, -0.384)  0.7790
H (-1.665, -0.345, 4.331)  0.0815
H (-3.820, -0.271, 3.797)  -0.1097
H (-2.362, 2.142, 2.500)  0.2894
H (-5.017, 1.518, 1.911)  0.3666
H (-6.632, 0.812, 1.827)  0.4138
H (-5.690, 0.525, 3.269)  0.3933
H (-4.401, -3.131, 2.199)  0.3192
H (-6.073, -2.810, 2.591)  0.3953
H (-4.723, -2.092, 3.574)  0.3840
H (-5.895, -2.281, -0.495)  0.3622
H (-6.400, -0.576, -0.750)  0.3130
H (-7.159, -1.614, 0.493)  0.3846
H (-1.886, -1.350, -2.988)  0.4773
H (-0.136, -1.103, -2.647)  0.5755
H (-0.595, -3.422, -1.331)  0.3551
H (-1.808, -3.647, -2.570)  0.5278
H (-0.115, -4.190, -4.086)  0.3799
H (0.748, -2.709, -3.710)  0.2310
H (1.348, -4.032, -1.677)  0.3363
C (5.032, 1.320, -3.904)  -0.7221
C (5.445, 1.062, -5.332)  0.6214
C (5.865, -0.347, -5.676)  -1.0733
O (5.438, 1.940, -6.163)  -0.5538
H (4.755, 2.368, -3.794)  0.3499
H (4.177, 0.701, -3.647)  0.1499
H (5.861, 1.100, -3.230)  0.3277
H (5.043, -1.040, -5.487)  0.2988
H (6.728, -0.637, -5.074)  0.3136
H (6.135, -0.397, -6.728)  0.3050

SMILES: CP(O)c1c(P(O)O)cc(F)c2c1C(=O)c1c([PH2]=N)c([Si](C)(C)C)c(N=C=O)c(CCCO)c1C2=O.CC(C)=O
highest occupied orbital energy: -8.1 eV
energy relative to the best compared isomer or geometry (same formula, charge and spin): 0.0 kJ/mol
2S+1: 1
electronic energy: -84265.461 eV
lowest unoccupied orbital energy: -1.52 eV
gap between HOMO and LUMO: 6.624 eV

No. 3
Molecular formula: C25H32N10OV
Method: DFT, ωB97M-V/def2-TZVPD

Last column: Löwdin spin population.
CARTESIAN COORDINATES (ANGSTROEM)
V (-0.103, -0.016, -0.031)  1.0605
C (-3.668, -1.374, 2.156)  -0.0010
C (-2.846, -0.725, 1.241)  0.0050
N (-1.516, -0.892, 1.270)  -0.0008
C (-1.011, -1.749, 2.187)  0.0021
C (-1.855, -2.362, 3.110)  -0.0015
N (-3.165, -2.166, 3.095)  0.0037
C (0.430, -2.005, 2.052)  -0.0011
C (1.167, -2.882, 2.807)  0.0012
C (2.546, -3.062, 2.552)  0.0011
C (3.098, -2.319, 1.483)  -0.0022
C (2.311, -1.470, 0.747)  0.0027
N (0.988, -1.311, 1.023)  -0.0164
C (2.756, -0.665, -0.401)  0.0004
C (4.038, -0.663, -0.943)  -0.0010
N (4.355, 0.092, -1.985)  0.0019
C (3.413, 0.856, -2.518)  0.0006
C (2.118, 0.872, -2.003)  0.0065
N (1.798, 0.116, -0.948)  0.0027
C (3.353, -3.966, 3.352)  -0.0005
C (2.764, -5.050, 4.024)  -0.0004
C (3.577, -5.890, 4.768)  0.0000
N (4.883, -5.684, 4.881)  -0.0008
C (5.460, -4.659, 4.266)  0.0000
C (4.739, -3.777, 3.477)  -0.0002
H (-4.745, -1.243, 2.128)  0.0000
H (-3.274, -0.091, 0.474)  0.0002
H (-1.470, -3.026, 3.876)  -0.0002
H (0.701, -3.413, 3.626)  0.0000
H (4.140, -2.449, 1.224)  -0.0001
H (4.829, -1.283, -0.532)  -0.0002
H (3.680, 1.472, -3.370)  0.0001
H (1.350, 1.497, -2.443)  0.0011
H (1.709, -5.284, 3.942)  0.0000
H (3.167, -6.753, 5.283)  0.0000
H (6.528, -4.536, 4.411)  0.0000
H (5.257, -2.940, 3.024)  0.0000
N (0.895, 1.410, 1.309)  -0.0111
C (0.033, 2.554, 1.736)  -0.0008
C (-0.679, 2.989, 0.480)  0.0023
N (-1.323, 1.743, -0.053)  -0.0022
H (1.328, 0.968, 2.118)  0.0008
H (1.671, 1.806, 0.780)  0.0008
H (0.629, 3.354, 2.174)  -0.0007
H (-0.670, 2.202, 2.491)  0.0000
H (0.020, 3.367, -0.268)  0.0001
H (-1.426, 3.758, 0.665)  -0.0003
H (-1.709, 1.918, -0.981)  0.0007
H (-2.135, 1.569, 0.541)  0.0026
C (-2.707, -1.139, -4.558)  -0.0006
N (-1.802, -0.618, -3.502)  -0.0042
C (-1.815, 0.844, -3.372)  0.0002
C (-1.145, -1.374, -2.643)  -0.0011
O (-0.685, -0.747, -1.530)  -0.0438
N (-0.879, -2.664, -2.735)  -0.0042
C (-0.908, -3.484, -3.969)  -0.0006
C (-0.519, -3.485, -1.571)  0.0000
H (-3.418, -0.351, -4.788)  -0.0001
H (-3.260, -2.000, -4.195)  -0.0002
H (-2.162, -1.373, -5.468)  -0.0003
H (-1.929, 1.276, -4.362)  0.0000
H (-0.877, 1.212, -2.965)  0.0003
H (-2.669, 1.165, -2.767)  -0.0001
H (-1.005, -2.888, -4.859)  0.0000
H (-1.721, -4.205, -3.908)  -0.0003
H (0.039, -4.018, -4.020)  -0.0002
H (-0.457, -2.898, -0.665)  0.0001
H (0.440, -3.965, -1.762)  -0.0001
H (-1.275, -4.260, -1.449)  -0.0001

highest occupied orbital energy (alpha / beta): -18.5 / -18.5 eV
total charge: +4
energy relative to the best compared isomer or geometry (same formula, charge and spin): 28.5 kJ/mol
2S+1: 2
electronic energy: -69042.224 eV
lowest unoccupied orbital energy (alpha / beta): -14.89 / -14.23 eV
gap between HOMO and LUMO (alpha / beta): 3.587 / 4.249 eV